[1]
C5H8N2O2S | the ωB97M-V functional and the def2-TZVPD basis

```
18
Properties=species:S:1:pos:R:3:forces:R:3
C -0.527 0.661 1.213 2.2 1.1 -0.4
C -0.158 1.597 2.147 -0.3 -2.6 -3.0
C 0.082 0.687 -0.172 -0.7 1.2 -3.0
C 0.447 -0.676 -0.836 0.1 -1.1 4.9
C -0.700 -1.700 -0.860 0.5 1.1 1.2
N -1.332 -0.429 1.536 -1.0 -0.2 -0.3
N 0.518 -2.181 2.364 1.6 -0.1 0.8
O 1.497 -2.699 2.840 -1.7 0.1 -0.9
O -0.214 -2.967 1.558 0.3 0.2 -0.3
S -1.503 -1.752 0.787 0.3 0.5 0.7
H -0.479 1.208 3.060 -0.3 0.7 2.1
H 0.618 2.314 1.877 -0.5 0.0 0.6
H -0.549 1.220 -0.953 -0.3 -0.6 1.1
H 0.929 1.386 -0.259 0.2 -0.6 0.7
H 0.988 -0.621 -1.730 0.6 0.3 -1.3
H 1.124 -1.154 -0.007 -0.5 0.7 -1.8
H -1.521 -1.526 -1.519 -0.5 0.3 -0.7
H -0.317 -2.684 -0.985 0.2 -0.9 -0.3
```
Forces are in eV/Å.

LUMO   -0.151 eV
Frontier orbital gap   8.52 eV
Calculated total energy   -853.29370 Eh

[2]
C24H38N2O3S | the ωB97M-V functional and the def2-TZVPD basis

```
68
Properties=species:S:1:pos:R:3:forces:R:3
C 2.622 2.845 1.062 0.1 -0.2 -0.2
C 2.578 2.856 -0.318 0.0 0.1 -0.1
C 1.893 3.857 -0.974 0.0 -0.1 -0.2
C 1.237 4.860 -0.282 -0.2 -0.1 -0.1
C 0.484 5.892 -1.072 0.3 0.4 0.3
C -0.489 6.784 -0.314 -0.4 -0.2 -0.3
C -1.587 6.061 0.496 0.3 0.2 -0.1
C -1.945 4.700 -0.010 -0.1 -0.1 0.1
C -2.344 4.516 -1.365 0.0 0.1 0.1
C -2.626 3.298 -1.878 -0.1 0.1 -0.6
C -2.517 2.168 -1.045 -0.1 -0.2 -0.3
N -2.707 0.886 -1.379 -0.2 0.1 -0.7
S -2.451 0.030 -0.077 0.0 -0.2 0.4
N -2.081 1.185 0.968 0.1 -0.4 0.5
C -2.155 2.340 0.303 0.1 0.0 0.3
C -1.878 3.625 0.812 0.1 0.0 0.2
C 1.306 4.849 1.099 0.0 0.2 0.0
C 1.994 3.853 1.760 0.0 -0.1 0.4
H 3.143 2.052 1.567 0.1 -0.2 0.2
H 3.069 2.093 -0.892 0.2 -0.3 -0.1
H 1.850 3.853 -2.050 0.0 0.0 -0.3
H 1.228 6.540 -1.528 0.1 0.2 -0.2
H -0.024 5.422 -1.901 -0.1 -0.3 -0.2
H 0.047 7.476 0.322 0.2 0.1 0.3
H -0.982 7.407 -1.053 0.0 0.2 -0.2
H -2.474 6.684 0.516 -0.2 0.2 0.0
H -1.269 5.971 1.523 0.0 -0.1 0.4
H -2.414 5.388 -1.990 -0.1 0.2 -0.2
H -2.910 3.189 -2.910 -0.1 -0.1 -0.2
H -1.583 3.725 1.840 0.1 0.0 0.3
H 0.822 5.622 1.666 -0.1 0.2 0.2
H 2.027 3.852 2.835 0.0 0.0 0.3
C -0.251 -2.736 3.189 0.0 -0.1 -0.1
C 0.991 -1.974 2.752 -0.3 0.2 0.2
C 1.466 -1.010 3.829 0.1 0.0 0.0
O 0.742 -1.275 1.533 0.2 -0.2 0.0
H -1.072 -2.040 3.380 0.0 0.0 0.1
H -0.576 -3.423 2.406 0.0 0.0 0.0
H -0.067 -3.309 4.099 0.0 0.0 0.0
H 1.789 -2.678 2.524 0.1 -0.1 -0.1
H 0.692 -0.267 4.038 0.0 0.0 0.0
H 2.357 -0.477 3.497 0.0 0.0 0.0
H 1.698 -1.535 4.757 0.0 0.0 0.0
H 0.039 -0.643 1.708 -0.1 0.2 0.0
C -2.119 -4.499 -1.316 -0.1 0.2 0.2
C -2.917 -3.932 -2.479 0.3 0.0 -0.1
C -2.269 -4.302 -3.804 -0.1 0.0 -0.1
O -3.055 -2.511 -2.382 -0.1 -0.2 0.2
H -1.112 -4.075 -1.318 0.0 0.0 -0.1
H -2.583 -4.242 -0.363 0.0 0.0 0.0
H -2.033 -5.584 -1.383 0.0 0.0 0.0
H -3.936 -4.320 -2.446 0.0 0.1 0.0
H -1.262 -3.881 -3.863 0.0 0.0 0.0
H -2.848 -3.901 -4.635 0.0 0.0 0.0
H -2.193 -5.384 -3.920 0.0 0.0 0.0
H -2.173 -2.125 -2.419 0.0 0.0 -0.1
C 2.087 -6.185 0.605 0.0 -0.2 -0.1
C 2.554 -5.606 -0.723 0.0 0.2 0.2
C 3.531 -4.455 -0.532 0.0 0.0 -0.1
O 1.435 -5.182 -1.499 0.0 -0.1 -0.1
H 1.564 -5.426 1.184 0.0 0.2 0.1
H 1.393 -7.009 0.438 0.0 0.0 0.0
H 2.928 -6.551 1.196 0.0 0.0 0.0
H 3.030 -6.394 -1.308 0.0 0.0 -0.1
H 3.051 -3.636 0.011 0.0 0.0 0.1
H 3.852 -4.065 -1.498 0.0 0.0 0.0
H 4.413 -4.770 0.027 0.0 0.0 0.0
H 0.992 -4.476 -1.014 0.0 0.0 0.0
```
Forces are in eV/Å.

LUMO   -0.272 eV
Frontier orbital gap   8.44 eV
Calculated total energy   -1670.71370 Eh

[3]
C50H47N2O2 | the ωB97M-V functional and the def2-TZVPD basis

```
101
Properties=species:S:1:pos:R:3:forces:R:3
C -1.839 -5.734 4.690 0.1 -0.4 0.1
C -1.773 -4.263 4.459 0.1 0.2 0.0
C -2.874 -3.588 3.958 0.3 0.2 0.1
C -2.847 -2.223 3.727 0.1 0.4 -0.1
C -4.066 -1.554 3.196 -0.4 0.2 -0.1
C -1.666 -1.511 3.978 0.1 -0.8 -0.2
N -1.560 -0.117 3.599 -0.2 1.3 -0.6
C -1.826 0.450 2.372 0.1 0.4 1.1
C -2.361 -0.251 1.186 0.8 -2.4 -1.7
C -1.805 -1.472 0.715 0.2 1.4 1.1
C -2.622 -2.209 -0.280 0.0 0.1 -0.4
C -0.529 -1.996 1.123 0.0 0.0 0.1
C 0.483 -1.166 1.637 0.0 -0.3 -0.2
C 1.708 -1.678 1.992 0.1 -0.2 0.0
C 1.959 -3.033 1.864 0.5 -0.1 0.2
C 0.987 -3.869 1.350 0.1 -0.2 0.0
C -0.232 -3.365 0.978 -0.3 0.4 -0.1
O -3.363 0.230 0.626 -1.0 1.4 0.3
N -1.658 1.809 2.470 0.0 -1.3 0.6
C -2.033 2.828 1.513 -0.1 0.4 -0.6
C -1.402 2.924 0.266 -0.1 -0.2 0.3
C -0.361 1.950 -0.156 0.3 -0.2 -0.1
C -1.774 3.941 -0.598 -0.2 0.0 0.4
C -2.745 4.868 -0.254 -0.1 -0.1 0.2
C -3.142 5.933 -1.217 -0.1 0.4 -0.2
C -3.368 4.753 0.980 0.4 -0.1 -0.3
C -3.040 3.737 1.861 0.4 -0.4 0.2
C -3.747 3.628 3.166 -0.4 -0.2 0.4
C -1.236 2.080 3.768 -0.1 -0.4 0.3
C -1.192 0.913 4.456 0.0 0.4 -0.3
C -0.553 -2.177 4.509 -0.2 0.5 -0.2
C 0.703 -1.450 4.840 0.5 0.3 0.1
C -0.625 -3.539 4.741 -0.4 0.0 0.0
H -0.899 -6.125 5.082 0.0 0.0 0.0
H -2.619 -5.979 5.412 -0.1 0.0 -0.1
H -2.059 -6.263 3.760 0.0 0.0 0.0
H -3.772 -4.139 3.739 -0.3 -0.1 0.0
H -4.003 -0.470 3.295 -0.2 -0.1 0.0
H -4.209 -1.775 2.138 0.0 0.1 0.0
H -4.954 -1.895 3.726 0.0 0.0 0.1
H -2.025 -2.903 -0.873 0.0 0.0 0.0
H -3.420 -2.768 0.211 -0.2 -0.2 -0.1
H -3.092 -1.501 -0.962 -0.1 0.0 0.0
H 0.287 -0.118 1.770 0.2 0.3 -0.2
H 2.466 -1.026 2.396 0.2 0.1 0.1
H 2.906 -3.439 2.183 0.2 -0.1 0.0
H 1.186 -4.925 1.233 0.0 -0.1 0.1
H -0.987 -4.026 0.590 -0.1 -0.1 0.0
H 0.109 2.255 -1.091 0.0 0.1 0.0
H 0.426 1.866 0.592 0.1 -0.1 0.1
H -0.790 0.962 -0.322 0.0 -0.1 0.1
H -1.295 4.010 -1.561 0.2 0.0 -0.2
H -3.750 6.701 -0.737 0.0 0.0 0.0
H -2.264 6.423 -1.640 0.0 0.0 -0.1
H -3.725 5.512 -2.037 0.0 0.0 0.0
H -4.123 5.466 1.260 -0.2 0.1 0.1
H -4.765 4.018 3.104 0.2 0.0 0.0
H -3.812 2.582 3.477 -0.1 0.1 0.1
H -3.220 4.190 3.941 -0.1 0.0 0.1
H -1.049 3.067 4.163 0.0 0.0 -0.4
H -0.946 0.789 5.498 0.0 -0.3 -0.2
H 1.577 -2.078 4.655 -0.1 0.0 0.1
H 0.810 -0.554 4.229 0.1 -0.1 0.2
H 0.722 -1.151 5.889 0.0 0.0 0.1
H 0.230 -4.048 5.151 0.3 -0.1 0.1
C 1.528 -4.790 -6.244 -0.4 -0.3 -0.7
O 2.108 -4.591 -4.975 0.4 2.2 1.2
C 2.168 -3.275 -4.570 0.1 -0.7 -0.2
C 2.936 -2.973 -3.427 -0.1 -0.7 -0.2
C 3.137 -1.688 -3.021 0.1 0.1 -0.1
C 2.555 -0.606 -3.710 0.1 1.0 0.2
C 2.855 0.767 -3.375 -0.3 -1.3 -0.7
C 2.006 1.904 -3.638 -0.6 0.8 -0.3
C 2.727 3.084 -3.358 -1.4 0.6 -0.5
C 2.161 4.334 -3.579 1.0 -0.8 0.4
C 0.870 4.403 -4.054 -0.6 -0.3 -0.3
C 0.130 3.245 -4.284 -0.2 0.6 -0.1
C 0.678 2.000 -4.078 0.6 -0.5 0.4
C 4.042 2.703 -2.899 1.5 -0.2 0.4
C 4.118 1.292 -2.902 0.9 0.3 0.6
C 5.342 0.680 -2.581 -0.9 -0.1 -0.3
C 6.423 1.466 -2.254 0.4 0.4 0.1
C 6.329 2.857 -2.251 0.4 -0.6 0.1
C 5.146 3.483 -2.572 -1.3 -0.2 -0.4
C 1.723 -0.914 -4.809 0.1 0.3 0.4
C 1.544 -2.199 -5.233 0.0 -0.8 -0.3
H 1.633 -5.844 -6.509 0.0 0.2 0.2
H 0.469 -4.532 -6.212 0.0 -0.1 -0.2
H 2.054 -4.188 -6.987 -0.1 0.0 -0.1
H 3.393 -3.789 -2.899 0.1 -0.2 0.2
H 3.721 -1.491 -2.140 0.1 -0.1 0.2
H 2.737 5.222 -3.387 0.1 0.3 0.0
H 0.433 5.367 -4.256 -0.1 0.1 0.0
H -0.888 3.328 -4.630 -0.1 0.0 0.0
H 0.084 1.115 -4.222 -0.2 -0.1 0.0
H 5.448 -0.390 -2.622 0.1 -0.2 0.0
H 7.368 1.002 -2.016 0.1 -0.1 0.0
H 7.198 3.453 -2.022 0.1 0.0 0.1
H 5.069 4.555 -2.606 0.1 0.3 0.0
H 1.272 -0.109 -5.360 0.0 0.0 -0.2
H 0.939 -2.386 -6.101 -0.1 0.1 -0.2
```
Forces are in eV/Å.

LUMO   -5.620 eV
Frontier orbital gap   2.03 eV
Calculated total energy   -2193.24078 Eh
Net charge   +1

[4]
CClNO3S | the ωB97M-V functional and the def2-TZVPD basis

```
7
Properties=species:S:1:pos:R:3:forces:R:3
C 1.349 -1.202 0.672 1.3 -4.2 -1.8
N 1.702 -2.229 0.230 0.3 -1.4 -1.0
O -0.419 2.295 -0.261 0.8 -0.5 -0.6
O -2.302 0.817 0.134 0.4 -0.8 0.0
O 1.059 -0.214 1.177 -2.9 6.4 2.2
S -0.929 0.968 -0.220 0.3 -0.5 0.6
Cl -0.461 -0.435 -1.731 -0.2 1.0 0.6
```
Forces are in eV/Å.

LUMO (alpha / beta)   -4.926 / -4.927 eV
Frontier orbital gap (alpha / beta)   5.29 / 5.28 eV
Calculated total energy   -1176.79034 Eh

[5]
C2H4NO2 | the ωB97M-V functional and the def2-TZVPD basis

```
9
Properties=species:S:1:pos:R:3:forces:R:3
O -1.297 0.561 0.554 0.7 -0.6 -0.3
C -1.384 -0.573 0.068 -2.2 1.0 0.4
N -0.396 -1.239 -0.515 1.5 0.0 0.0
C 1.517 1.079 0.209 0.8 -0.7 0.9
O 2.483 1.773 0.370 -0.2 0.6 -0.5
H -2.406 -0.985 0.114 0.2 -0.6 -0.1
H -0.646 -2.001 -1.137 -0.5 0.0 0.0
H 1.439 0.170 0.823 -0.3 -0.2 0.0
H 0.689 1.216 -0.485 0.1 0.6 -0.4
```
Forces are in eV/Å.

2S+1   2
LUMO (alpha / beta)   0.611 / -3.286 eV
Frontier orbital gap (alpha / beta)   10.21 / 6.31 eV
Calculated total energy   -283.72115 Eh

[6]
C8H22CsN2O2 | the ωB97M-V functional and the def2-TZVPD basis

```
35
Properties=species:S:1:pos:R:3:forces:R:3
Cs -3.623 -0.953 5.805 0.1 0.0 -0.1
C 4.045 1.023 3.360 0.1 0.0 -0.2
C 2.554 0.575 3.214 1.5 -0.3 0.3
C 2.535 -0.945 3.307 0.3 -0.3 0.2
O 1.265 -1.527 3.044 0.8 1.3 -0.8
C 1.154 -2.913 3.239 -0.2 0.7 0.8
N 1.659 1.175 4.182 -0.5 1.3 0.4
H 4.213 2.052 3.677 -0.6 0.2 -0.2
H 4.541 0.933 2.394 0.1 -0.1 0.0
H 4.636 0.469 4.090 -0.2 -0.5 0.0
H 2.329 0.815 2.175 -0.8 0.3 0.2
H 2.936 -1.312 4.252 -0.3 0.3 0.7
H 3.344 -1.255 2.645 -0.3 -0.5 -0.8
H 2.111 -3.436 3.218 0.0 -0.1 -0.5
H 0.404 -3.237 2.517 0.3 -0.5 0.0
H 0.777 -3.013 4.256 -0.2 -0.6 0.2
H 1.558 2.159 3.980 -0.9 0.4 -1.4
H 2.164 1.462 5.008 0.7 -1.4 0.9
C -3.944 -0.477 -3.621 -0.4 1.1 0.4
C -2.539 -0.176 -3.035 -1.8 -2.3 -1.6
C -1.797 0.917 -3.744 0.2 -0.6 -0.9
O -1.344 0.506 -5.059 -0.4 0.1 1.0
C -0.775 1.593 -5.753 0.0 0.4 0.1
N -2.740 0.153 -1.652 0.7 0.3 0.8
H -4.474 -1.247 -3.059 0.4 -0.4 0.1
H -4.022 -0.719 -4.681 0.4 0.1 0.1
H -4.551 0.401 -3.398 -0.2 0.3 -0.4
H -2.084 -1.155 -3.187 1.0 0.0 0.1
H -0.919 1.144 -3.139 0.1 0.6 0.0
H -2.513 1.736 -3.814 0.3 0.5 -0.1
H -0.342 1.273 -6.701 -0.3 -0.3 0.1
H 0.022 2.086 -5.195 0.3 -0.1 0.3
H -1.517 2.373 -5.924 -0.2 0.0 -0.3
H -1.830 0.116 -1.216 0.3 0.3 0.3
H -3.233 -0.595 -1.185 -0.4 -0.1 -0.1
```
Forces are in eV/Å.

LUMO   -3.972 eV
Frontier orbital gap   7.25 eV
Calculated total energy   -597.85077 Eh
Net charge   +1

[7]
C9H8NO2 | the ωB97M-V functional and the def2-TZVPD basis

```
20
Properties=species:S:1:pos:R:3:forces:R:3
C -1.899 -0.095 0.245 0.8 1.3 -0.7
C 2.378 -0.616 0.126 1.0 -1.6 -1.9
C -1.023 -1.094 0.186 -0.9 -0.8 0.9
C -1.424 1.208 0.850 0.1 -0.6 -0.8
C 2.249 0.707 0.452 -1.0 0.5 -1.6
C 0.487 1.669 -0.504 1.9 -1.7 2.6
C 1.386 -1.626 0.178 0.8 -0.5 0.4
C 0.878 2.064 -1.697 -0.7 0.6 0.0
C 0.175 -1.242 1.057 1.1 0.4 -0.2
N -0.328 1.838 0.517 -2.0 0.5 -0.4
O 3.070 1.508 0.694 0.4 1.8 0.7
O 1.501 -2.799 -0.252 -0.4 1.2 0.2
H -2.870 -0.136 -0.274 0.5 0.0 0.3
H 3.338 -0.719 -0.490 -1.3 -0.4 1.2
H -1.261 -2.039 -0.291 -0.2 0.1 -0.3
H -2.084 1.598 1.619 0.5 0.4 0.4
H 0.345 2.817 -2.279 -0.1 -0.1 0.0
H 1.815 1.722 -2.079 0.4 -0.2 -0.3
H 0.469 -0.329 1.677 -0.9 -1.4 -0.6
H 0.009 -2.169 1.637 0.0 0.6 0.3
```
Forces are in eV/Å.

LUMO (alpha / beta)   3.759 / 3.759 eV
Frontier orbital gap (alpha / beta)   6.93 / 6.93 eV
Calculated total energy   -552.86942 Eh
Net charge   -1

[8]
C8H10 | the ωB97M-V functional and the def2-TZVPD basis

```
18
Properties=species:S:1:pos:R:3:forces:R:3
C -1.475 2.296 0.803 1.0 -1.3 -0.6
C -1.220 1.252 0.203 0.2 1.2 1.1
C -1.743 -0.878 -1.023 1.2 1.6 0.6
C -2.407 -1.437 -0.059 0.8 -0.9 2.5
C -0.760 0.059 -0.339 -1.2 -0.8 -0.6
C 1.504 0.171 -1.256 1.2 0.4 0.0
C 1.124 -0.333 1.266 2.2 0.0 0.2
C 0.660 -0.421 -0.156 -1.8 -1.5 -1.0
H -1.360 3.094 1.504 -0.5 0.1 -0.2
H -1.743 -0.956 -2.081 -0.6 -0.3 -0.8
H -2.130 -1.472 1.078 -1.0 0.3 -2.2
H 1.535 1.253 -1.108 -0.2 0.2 -0.5
H 1.174 -0.112 -2.323 0.7 0.4 1.8
H 2.534 -0.129 -0.964 -0.3 -0.1 -1.0
H 1.686 0.623 1.364 -0.1 -0.7 0.4
H 1.721 -1.244 1.610 -0.4 1.4 -0.7
H 0.290 -0.289 1.912 -1.0 0.2 0.8
H 0.610 -1.477 -0.430 -0.2 -0.2 0.2
```
Forces are in eV/Å.

LUMO (alpha / beta)   -0.133 / -0.256 eV
Frontier orbital gap (alpha / beta)   7.61 / 8.26 eV
Calculated total energy   -310.57793 Eh